Entry 1:
The following is a quantum chemistry calculation of an isolated molecule of C14H17NO4 in a non-equilibrium geometry, from the OMol25 dataset.

Cartesian coordinates (Å):
1 H -3.744010 0.064791 -0.085950
2 H -1.643533 -3.376837 -1.504348
3 C 3.425718 0.958107 -1.097978
4 H 2.847732 1.292590 -1.855419
5 H -4.732647 2.289990 -0.289321
6 C 3.265559 -0.546734 0.599652
7 C -1.769826 0.692596 -0.093289
8 H -3.162785 4.365765 -0.154731
9 H 3.620387 -1.214806 -1.195705
10 C -1.256519 -0.797795 -0.031453
11 C 2.644827 0.566984 1.064549
12 H -1.764616 -3.386632 1.549024
13 C -3.596143 2.117008 -0.102411
14 O 0.416878 -0.185111 1.869681
15 H 4.509691 1.134131 -1.543991
16 O -0.380004 -1.137644 -0.652833
17 C 3.019778 -0.616149 -0.950019
18 H 2.928581 1.051031 2.058845
19 C -2.836590 3.450753 -0.037738
20 C -1.300350 -2.939054 0.635481
21 O -1.869794 -1.750915 0.497968
22 C 1.063891 0.643965 0.934899
23 O 3.143622 1.629504 -0.015807
24 C -1.951367 -3.686790 -0.478000
25 C -3.172993 0.905642 -0.149306
26 H -1.649144 -4.523816 -0.474468
27 C -0.866859 1.589586 0.001669
28 H 2.531097 -1.393142 1.231002
29 H -3.121933 -3.708337 -0.569201
30 H 2.051001 -1.002639 -1.168919
31 H 1.038428 2.243550 -0.007277
32 N 0.506382 1.684093 0.320584
33 H -0.709586 3.865789 0.177199
34 C -1.518424 3.155110 -0.046064
35 H 4.233858 -0.584760 0.960956
36 H -0.200293 -2.849832 0.602719

Cartesian forces (eV/Å) of the 2 atoms listed first:
-1.84 -1.95 -0.23
-0.02 0.56 0.77

For the energy above the lowest of the compared OMol25 structures with the same formula, charge and spin, the calculation gives 284.0 kcal/mol. Its highest occupied orbital energy is -9.06 eV. The total energy is -898.99652 hartree. Its frontier orbital gap is 9.52 eV.

=====

Entry 2:
The following is a quantum chemistry calculation of a structure of composition C14H17O2RhS5Si2, from the OMol25 dataset.

Cartesian coordinates (Å):
1 Si 0.523690 1.599805 0.872461
2 H -5.088758 0.278713 0.446694
3 S 1.212211 -4.399674 1.677354
4 S 1.324445 -1.394618 1.466659
5 O 3.132845 3.469812 -2.024608
6 C -1.330953 1.160512 0.884386
7 C -1.714661 0.165058 -0.026443
8 H -1.587584 -0.194461 -3.117360
9 H 0.121726 -0.540172 -3.485059
10 O 3.042275 1.353921 -1.235905
11 C -2.313342 1.824475 1.622919
12 H -3.381122 -0.906265 -0.874179
13 H -0.091663 4.002364 0.700724
14 C -4.039240 0.527935 0.568208
15 S 1.712661 -7.216503 0.840024
16 C 0.990352 1.910587 2.689517
17 H -1.871707 -2.513395 -1.619130
18 S 2.438856 -4.855823 -0.835019
19 C -0.891576 -2.474260 -1.132781
20 H 4.429640 2.680590 -0.707649
21 C -3.657449 1.511584 1.475650
22 C 1.788490 -5.575435 0.575262
23 C 1.654573 -2.955088 0.795583
24 H 2.029552 2.242117 2.765441
25 H -0.203150 -3.068755 -1.733759
26 C 0.520270 3.322512 0.095995
27 H -0.989976 -2.924784 -0.143327
28 H 0.356807 2.698306 3.113035
29 H 0.874412 1.008333 3.294026
30 Si -0.318601 -0.671044 -1.029299
31 C -0.553193 -0.024851 -2.797882
32 H 1.524387 3.729160 -0.001160
33 Rh 1.700784 -0.029356 -0.267789
34 S 2.667141 -1.942865 -1.555241
35 H -2.025716 2.601425 2.326884
36 H -4.409166 2.031141 2.061857
37 H -0.346400 1.046180 -2.848321
38 H 0.102324 3.288542 -0.912184
39 C 3.508251 2.530749 -1.326871
40 C -3.071653 -0.134551 -0.174534
41 C 2.230218 -3.161923 -0.424183

Cartesian forces (eV/Å) of the 2 atoms listed first:
-0.07 0.00 0.06
0.00 0.00 0.00

For the energy above the lowest of the compared OMol25 structures with the same formula, charge and spin, the calculation gives 9.6 kcal/mol. Its highest occupied orbital energy is -1.23 eV. Its net charge is -2. The total energy is -3374.85177 hartree. Its frontier orbital gap is 5.62 eV.

=====

Entry 3:
The following is a quantum chemistry calculation of an isolated molecule of C14H18BrNO2S in a non-equilibrium geometry, from the OMol25 dataset.

Cartesian coordinates (Å):
1 H -1.222767 0.153291 5.102360
2 H 0.279157 -2.599869 2.190541
3 C -1.047378 -1.117547 1.663275
4 C 0.391796 -1.609708 1.723749
5 O 1.742947 0.632537 4.893560
6 H -1.742122 -2.003289 3.503381
7 H 0.741700 1.481382 -0.473241
8 H -0.918308 0.886758 3.492474
9 C 0.609662 -0.694515 -4.539634
10 H -2.094263 0.688942 1.276251
11 H 2.215882 2.196444 -5.147941
12 H -0.510699 -1.030036 -2.722732
13 C -1.396583 1.717553 -1.059575
14 C 1.688885 1.426759 -4.576212
15 C 1.419402 -0.631355 2.481446
16 C 0.011589 1.058442 -1.208083
17 H 1.420208 0.394776 2.080434
18 C 0.127468 -0.439546 -3.284556
19 C 1.377898 0.271335 -5.231881
20 C 0.475893 0.729477 -2.616174
21 O 0.940003 -1.675492 4.942496
22 H 2.517003 -1.020366 2.339407
23 H 0.466416 -1.605818 -5.024278
24 H -1.985897 1.831871 -2.005746
25 H 0.739056 -1.807751 0.619174
26 H -1.650154 -1.858193 1.010639
27 S 0.910768 -0.404589 4.211607
28 C 1.326990 1.660217 -3.239387
29 C -0.813841 0.031901 4.061785
30 N -1.160871 0.247293 1.010593
31 Br 1.795962 -0.144666 -7.092209
32 H -2.586772 -0.480701 3.094807
33 C -1.585661 -0.937614 3.121996
34 H 1.651435 2.507241 -2.729286
35 C -1.051148 0.279596 -0.504309
36 H -1.590971 -0.605798 -1.036625
37 H -1.492685 2.471037 -0.328107

Cartesian forces (eV/Å) of the 2 atoms listed first:
0.42 -0.33 -1.12
0.75 0.29 0.11

Its highest occupied orbital energy is -9.07 eV. The total energy is -3721.60470 hartree. Its frontier orbital gap is 9.57 eV.

=====

Entry 4:
The following is a quantum chemistry calculation of a structure of composition C14H18ClIrRh in a non-equilibrium geometry, from the OMol25 dataset.

Cartesian coordinates (Å):
1 Cl -4.799646 -1.107589 0.717967
2 H 3.554826 -3.499148 2.225567
3 C 3.450519 -0.757289 0.175773
4 C -1.714320 1.319155 -1.505071
5 H -3.925048 -1.540580 -1.964134
6 C 1.245943 -1.199014 1.192331
7 H -4.994278 1.689208 0.378879
8 C 2.051688 -0.426191 0.348886
9 C 4.268587 0.113816 -0.578260
10 H 4.453469 1.943917 -1.674671
11 C -1.351591 1.322024 1.743441
12 C 3.778764 1.280094 -1.134161
13 H -2.681801 -2.305761 -0.917477
14 H -5.061423 1.208520 -1.343320
15 Ir -3.020239 0.135927 -0.227745
16 C -4.392371 1.544420 -0.533284
17 C 2.406268 1.618044 -0.986663
18 H -1.512131 0.758934 -2.434803
19 H -2.166227 -1.213584 -2.267322
20 H 1.985536 2.529653 -1.386443
21 H 5.317815 -0.162918 -0.676582
22 C 1.806436 -2.252082 1.912698
23 H -2.301654 0.747634 1.807070
24 H -3.894942 2.476460 -0.827805
25 H 4.989798 -2.205517 0.644067
26 H 0.186364 -0.927773 1.291294
27 H -1.524157 2.393498 1.928792
28 H -2.081405 2.351103 -1.663551
29 C 1.589736 0.751742 -0.295189
30 C -2.931209 -1.401507 -1.500693
31 H 1.190577 -2.795502 2.629382
32 C 3.952284 -1.911802 0.820282
33 Rh -0.419643 1.226633 -0.048800
34 H -0.606390 0.927467 2.451588
35 C 3.149865 -2.631994 1.697956

Cartesian forces (eV/Å) of the 2 atoms listed first:
-0.10 -0.20 0.82
-0.13 0.27 -0.08

For the energy above the lowest of the compared OMol25 structures with the same formula, charge and spin, the calculation gives 0.0 kcal/mol. Its highest occupied orbital energy (alpha / beta) is -0.82 / -3.87 eV. The spin multiplicity is 9. Its net charge is -1. The total energy is -1218.94965 hartree. Its frontier orbital gap (alpha / beta) is 3.54 / 3.89 eV.

=====

Entry 5:
The following is a quantum chemistry calculation of a structure of composition C14H18CuN3O3Te in a non-equilibrium geometry, from the OMol25 dataset.

Cartesian coordinates (Å):
1 H -1.132196 -3.390490 2.698061
2 C 0.858987 4.310163 0.790656
3 C -0.137754 0.810872 0.045994
4 H 0.236209 -1.358572 -5.267340
5 H -0.992950 1.388885 3.880677
6 H -0.412475 -1.712821 1.019759
7 H 1.399276 1.336482 3.484797
8 C -1.389814 -0.609283 4.578712
9 C 0.474415 2.879560 0.690150
10 H 0.239247 2.445219 -1.432380
11 O 1.610847 -0.756205 -3.024174
12 N -0.124064 0.865758 1.449669
13 O -0.454225 -0.149237 -0.608795
14 Cu -0.152424 0.079296 -2.616454
15 H 1.116506 -2.903152 -5.421808
16 O 3.004813 -2.117257 -4.134518
17 H 0.123719 -3.450987 -3.077195
18 C -0.674402 -1.418284 2.025433
19 H 2.367706 1.674902 2.030331
20 H -1.686303 -0.281432 5.567692
21 C 1.874866 -1.639486 -3.892681
22 N -1.277427 -1.921147 -3.236935
23 C -0.375940 -2.879035 -3.866316
24 Te -1.472377 1.687560 -4.073880
25 H -1.934021 -1.478334 -3.868862
26 C -1.086291 -2.343607 2.971011
27 H -1.751366 -2.268947 -2.416052
28 C -0.988883 0.333659 3.642739
29 C 0.227989 2.148936 -0.388275
30 C 0.697323 -2.184859 -4.716441
31 H 0.735742 4.780572 -0.182779
32 C 1.543712 2.030354 2.659255
33 H 1.898838 4.436430 1.097777
34 C -0.603015 -0.065555 2.365292
35 H -0.909793 -3.608609 -4.492621
36 C -1.430576 -1.956108 4.257825
37 H -1.737602 -2.689601 4.991385
38 H 1.789422 3.010656 3.064271
39 N 0.297321 2.139122 1.889956
40 H 0.226959 4.824601 1.516063

Cartesian forces (eV/Å) of the 2 atoms listed first:
0.02 0.00 -0.05
0.06 0.08 -0.04

For the energy above the lowest of the compared OMol25 structures with the same formula, charge and spin, the calculation gives 0.0 kcal/mol. Its highest occupied orbital energy is 1.43 eV. Its net charge is -2. The total energy is -2842.75771 hartree. Its frontier orbital gap is 2.68 eV.

=====

Entry 6:
The following is a quantum chemistry calculation of a structure of composition C14H18F2N2O2 in a non-equilibrium geometry, from the OMol25 dataset.

Cartesian coordinates (Å):
1 C -0.628404 1.032552 -2.348316
2 O 2.625699 -2.397418 1.464049
3 H -0.978756 1.094110 2.114293
4 H -1.282810 1.774509 -0.251761
5 H 0.627940 -1.114306 0.129717
6 N 0.258553 -0.720433 2.254938
7 H 1.944718 2.880294 -4.591816
8 C 0.639355 0.392089 -2.825305
9 H -3.811329 -0.350271 -0.120810
10 H -2.676436 -1.086658 2.174809
11 H 0.048151 3.882895 -3.935626
12 H 1.838859 -3.547607 3.213065
13 C -0.531507 2.372357 -2.637039
14 C 0.408353 -1.983473 2.676930
15 N -1.999655 1.013116 -0.541260
16 H 2.985442 -0.937711 0.174137
17 H 2.542837 0.392803 -3.947402
18 F 1.011350 -0.972856 -2.484265
19 F -1.622160 3.240004 -2.181766
20 H -0.112396 -2.139969 3.707583
21 C -1.511320 0.348431 -1.667998
22 O -1.914489 -0.708934 -1.873310
23 C 0.924751 -0.630857 0.894952
24 H 1.011258 0.583906 0.732228
25 C 0.348689 3.049568 -3.565145
26 C 1.595948 0.849462 -3.668917
27 H -0.152251 -2.611273 2.252316
28 H 2.343059 -1.644553 3.665462
29 H -3.310251 1.177395 1.027606
30 C -2.793232 0.337601 0.448450
31 H -1.561917 -1.446459 0.849631
32 C 2.334435 -0.907230 1.121331
33 H 2.793511 -0.249478 1.689330
34 C -2.000322 -0.816578 1.291822
35 C 1.677958 -2.361407 2.954098
36 H -1.291799 0.059600 3.518038
37 C -1.070148 -0.132852 2.285008
38 C 1.288315 2.279633 -3.999059

Cartesian forces (eV/Å) of the 2 atoms listed first:
9.63 3.97 -5.59
-3.35 3.50 3.72

For the energy above the lowest of the compared OMol25 structures with the same formula, charge and spin, the calculation gives 271.0 kcal/mol. Its highest occupied orbital energy is -8.76 eV. The total energy is -1003.56472 hartree. Its frontier orbital gap is 8.67 eV.